[1]
C42H56BaClN6O2S2 | ωB97M-V/def2-TZVPD

Calculated values
Net charge: +1
Lowest unoccupied orbital energy in eV: -2.06
HOMO level in eV: -8.82
ΔE to the lowest compared entry with this formula, charge and spin in kJ/mol: 65.28
Gap between HOMO and LUMO in eV: 6.8
Spin multiplicity: 1

Geometry (Å):
1 H -2.05 -8.72 -2.04
2 H 4.72 -1.77 -0.95
3 C -2.30 -3.24 -2.14
4 C -4.65 -6.12 -0.89
5 H 0.99 -4.40 2.04
6 C -2.45 -1.77 -1.89
7 H -3.42 -7.53 -3.71
8 H -3.12 -2.53 0.90
9 C 1.86 2.99 -2.06
10 C -1.89 -0.71 -2.64
11 C -0.37 -5.98 -0.34
12 H -0.35 -6.52 -1.29
13 H 1.14 -5.17 3.61
14 Ba 0.08 0.04 -0.57
15 H -0.53 0.01 -4.16
16 C 0.04 2.06 2.98
17 C 1.98 2.35 1.80
18 H -1.96 -1.43 1.96
19 C 0.16 -7.52 3.24
20 H -1.48 -4.79 1.87
21 H -4.86 0.74 0.27
22 H -1.98 4.58 -0.72
23 C -1.32 1.42 3.05
24 S 5.20 0.87 -2.21
25 C -1.27 3.81 -0.39
26 C 1.78 3.39 3.93
27 C 1.84 -3.48 -1.39
28 C 4.18 2.16 -2.65
29 O 1.51 -7.12 0.45
30 H -0.50 -1.87 3.82
31 H -3.37 1.52 0.78
32 C 0.16 -3.54 -0.14
33 C -3.93 1.17 -0.11
34 N 0.76 1.81 1.88
35 C -1.32 -5.66 2.51
36 H -0.07 -9.01 1.16
37 H -1.51 -3.46 -2.87
38 H -4.20 2.07 -0.67
39 H 1.82 -7.90 0.92
40 C 4.20 -1.00 -0.38
41 H -0.71 -1.74 -4.14
42 C -2.77 -7.99 -1.71
43 H -0.88 0.31 4.87
44 H -4.48 -1.40 0.89
45 H -1.65 1.19 2.04
46 H -1.45 2.07 -3.32
47 C -3.85 -2.02 0.25
48 S 0.33 4.94 -2.41
49 C -1.24 -0.80 -3.99
50 H -1.98 -0.72 -4.80
51 H 1.09 -8.07 3.08
52 H -0.96 4.04 0.63
53 N 0.80 2.77 -1.21
54 C -3.87 -6.79 0.05
55 C -2.07 -8.46 0.68
56 C 0.01 -6.36 2.23
57 C -2.34 0.51 -2.07
58 H 2.11 -5.74 2.25
59 N 2.87 0.92 -1.21
60 H 2.53 2.14 0.89
61 H -2.07 -3.80 -1.23
62 C 1.76 4.12 -2.81
63 C -0.51 -0.97 3.21
64 N 1.49 -4.75 -1.40
65 H -5.39 -5.40 -0.57
66 H -2.27 -9.53 0.58
67 H 4.51 2.94 -3.31
68 N 0.42 -4.76 -0.57
69 H -1.32 -5.30 3.54
70 C 1.13 -5.36 2.54
71 C 2.53 3.14 2.78
72 H -2.33 -0.21 4.04
73 H 0.20 -7.11 4.25
74 C -0.56 -8.28 0.51
75 H 4.80 -0.77 0.50
76 C -2.92 -7.73 -0.34
77 H 2.68 -3.13 -1.96
78 H -0.65 -3.30 0.52
79 C -1.30 0.13 3.88
80 Cl -5.44 -5.55 -3.41
81 H -3.22 -3.68 -2.54
82 H -2.79 2.63 -2.34
83 H -0.67 -8.22 3.20
84 H -2.04 2.12 3.48
85 H -4.02 -6.59 1.10
86 C 3.98 0.23 -1.21
87 H 2.18 4.00 4.72
88 H 0.53 -0.67 3.05
89 H -1.39 -5.66 -0.17
90 N 1.05 -2.68 -0.62
91 H 3.25 -1.41 -0.05
92 C -0.07 3.74 -1.27
93 C 0.13 -6.92 0.76
94 C -2.41 1.77 -2.90
95 H -2.18 -6.31 2.40
96 C -3.22 -1.21 -0.85
97 C -3.18 0.19 -0.96
98 C -4.47 -6.39 -2.23
99 H 2.45 4.50 -3.54
100 C 2.98 2.03 -2.02
101 H -4.49 -2.82 -0.14
102 H -0.10 3.01 4.89
103 C -3.53 -7.32 -2.65
104 O -1.01 -1.26 1.90
105 H -2.41 -8.19 1.68
106 H -3.09 1.65 -3.75
107 H 3.52 3.56 2.66
108 C 0.52 2.84 4.02
109 H -0.28 -8.56 -0.50
110 H -1.80 2.85 -0.39

[2]
C42H56KN4O7P | ωB97M-V/def2-TZVPD

Calculated values
Net charge: -2
Lowest unoccupied orbital energy in eV: 3.98
HOMO level in eV: -1.61
ΔE to the lowest compared entry with this formula, charge and spin in kJ/mol: 135.02
Gap between HOMO and LUMO in eV: 5.6
Spin multiplicity: 1

Geometry (Å):
1 H 6.08 1.88 -0.48
2 O 0.07 -0.68 0.61
3 C -1.97 2.78 -2.37
4 C -1.32 5.15 -3.22
5 H -0.11 0.28 3.74
6 H -1.91 -1.85 -3.75
7 N -3.58 -0.21 -1.02
8 H -0.71 0.16 -3.10
9 H 2.28 2.59 -2.38
10 C -0.51 5.88 -0.66
11 H -0.20 6.14 0.34
12 C -0.91 -1.96 -3.34
13 K -1.18 1.75 0.86
14 H 0.89 -3.49 0.87
15 C -2.62 1.53 4.10
16 H 2.36 -0.42 2.13
17 C -1.46 4.22 -2.18
18 H 2.25 -2.36 -4.70
19 H -1.34 -2.87 1.04
20 C -5.03 1.36 4.19
21 C -3.92 1.91 3.56
22 C 3.71 -2.33 -0.41
23 H 3.14 -3.96 0.86
24 H 4.37 -1.33 3.25
25 O -2.96 -0.57 1.14
26 H 1.03 0.28 -1.61
27 H 0.05 7.75 -1.54
28 C 4.06 -3.45 0.56
29 H 1.76 1.77 4.60
30 H -0.13 -3.05 -5.04
31 H 1.62 -3.18 -3.28
32 H 4.72 2.34 -2.53
33 N 1.22 2.27 2.61
34 O -3.13 3.26 1.76
35 H 3.18 1.79 3.04
36 C -3.82 -0.55 0.28
37 H 1.88 -0.16 -3.70
38 C -1.08 -3.27 0.06
39 C -0.37 6.77 -1.71
40 H 1.94 -4.24 -1.37
41 H -4.41 -0.16 -1.60
42 C -0.31 1.24 4.22
43 H -5.26 -0.90 1.58
44 H 5.85 -2.84 1.61
45 C -6.51 2.40 2.64
46 C -5.45 2.97 1.99
47 H -1.58 5.62 -5.03
48 H -1.84 -4.88 -1.19
49 C 0.90 2.15 4.02
50 C 4.25 -1.50 2.17
51 O -1.74 4.84 -4.49
52 C 0.45 -3.23 -0.10
53 C 5.00 2.01 -0.42
54 H 4.64 -3.58 2.64
55 C -4.08 2.76 2.40
56 O -2.41 2.26 -1.31
57 P 0.96 -1.48 -0.28
58 N -1.48 1.83 3.62
59 H -7.17 1.13 4.27
60 C 4.77 -2.89 1.80
61 H -2.60 -4.77 0.38
62 C 2.80 -1.34 1.75
63 H -4.86 0.72 5.06
64 H -5.59 3.60 1.11
65 C -6.33 1.58 3.76
66 C 2.97 2.11 0.92
67 C 4.23 2.26 -1.56
68 C 0.89 -4.32 -1.08
69 H -7.52 2.60 2.27
70 C -1.07 4.63 -0.90
71 C 1.53 -2.26 -3.89
72 H 1.49 -5.99 0.14
73 C 0.11 -2.16 -4.45
74 C 4.35 1.96 0.80
75 C 0.63 -5.70 -0.47
76 H 0.64 3.14 4.40
77 H -2.68 0.88 5.00
78 H -0.70 7.11 -3.81
79 H -0.41 -5.49 1.42
80 C 2.87 2.41 -1.49
81 C 2.42 2.05 2.27
82 H 3.33 -2.73 -1.35
83 N -5.13 -0.94 0.57
84 C 1.87 -1.04 -3.04
85 H 2.88 -1.11 -2.64
86 C -0.65 -5.72 0.38
87 C 0.85 -0.75 -1.94
88 C -0.58 -0.74 -2.49
89 H 0.56 -6.44 -1.27
90 C -1.64 -4.68 -0.13
91 H -1.30 -0.62 -1.68
92 H -1.57 -2.58 -0.64
93 H 2.97 -0.32 -0.11
94 C -0.79 6.41 -2.98
95 H -2.98 0.62 -1.19
96 H 2.20 -2.15 2.18
97 H 0.32 -4.21 -2.01
98 H 0.07 -1.31 -5.13
99 H -1.08 -6.73 0.38
100 O 0.89 2.30 -0.22
101 H -0.45 1.06 5.31
102 H -1.19 3.94 -0.09
103 H 4.68 -4.20 0.07
104 O -1.88 2.25 -3.48
105 H 4.85 -0.73 1.68
106 H -0.93 -2.86 -2.71
107 H 4.62 -1.78 -0.67
108 C 2.71 -1.33 0.22
109 H -5.83 -0.38 0.11
110 C 2.14 2.29 -0.26
111 H 4.91 1.78 1.71

[3]
C42H57Cl2CoNP3Si | ωB97M-V/def2-TZVPD

Calculated values
Net charge: -1
Lowest unoccupied orbital energy (alpha / beta) in eV: 2.58 / 2.58
HOMO level (alpha / beta) in eV: -2.93 / -3.67
ΔE to the lowest compared entry with this formula, charge and spin in kJ/mol: 49.42
Gap between HOMO and LUMO (alpha / beta) in eV: 5.5 / 6.3
Spin multiplicity: 2
⟨S²⟩: 0.95

Geometry (Å):
1 C 4.19 -0.37 1.63
2 H -3.49 2.15 -3.29
3 C 5.29 1.05 -0.93
4 C 2.55 -2.15 -0.09
5 H -6.02 1.63 -0.87
6 H -5.40 0.07 2.49
7 C 0.23 -1.00 5.58
8 C -2.90 -3.33 -2.80
9 H 0.79 2.84 -3.85
10 C -4.12 2.27 1.06
11 H 1.94 4.18 0.97
12 H -3.63 1.50 -0.86
13 C -5.55 0.76 -0.39
14 P -0.42 2.10 -1.13
15 Cl -1.30 2.95 4.01
16 H -5.20 -1.46 3.33
17 C 0.46 1.19 -2.49
18 N -0.22 0.73 2.32
19 C -0.23 -0.03 6.48
20 C -5.01 -0.94 2.39
21 H -3.55 -3.06 1.56
22 H 5.67 -0.98 -2.78
23 Co -0.78 0.70 0.65
24 H 2.12 2.47 0.50
25 H -1.90 1.59 -3.83
26 H 4.45 -2.11 -2.18
27 H 3.81 -0.46 3.78
28 C -4.13 1.13 0.03
29 H 6.09 0.73 -0.26
30 H 1.24 -5.82 -0.33
31 H -5.57 -0.05 -1.11
32 H 4.44 -3.08 0.34
33 H -3.10 2.51 1.37
34 C -1.84 2.86 -2.06
35 H -0.08 4.36 -0.46
36 H 4.46 0.69 1.66
37 H 2.89 -1.65 2.83
38 C 0.21 -0.77 4.22
39 H 1.82 1.49 -5.60
40 H 0.60 -1.95 5.95
41 C -1.60 4.14 -2.86
42 H 2.31 3.26 -2.03
43 H 3.70 0.25 -2.09
44 C 1.61 -4.80 -0.26
45 H -5.00 -2.00 -0.52
46 C -0.69 1.41 4.60
47 C 2.94 -4.56 0.03
48 H -1.05 1.95 6.62
49 C -3.51 -0.95 2.12
50 C 1.48 1.01 -4.69
51 C 4.36 -0.11 -1.30
52 Si -0.06 -0.96 -0.66
53 C -1.73 -2.69 -2.41
54 H -2.89 -4.02 -3.64
55 C 1.63 -0.36 -4.51
56 H -6.18 0.49 0.47
57 H 1.33 -2.02 -3.20
58 H 5.25 -2.22 2.07
59 H -4.57 3.18 0.64
60 H -0.30 -3.94 -0.68
61 C 1.19 -0.95 -3.33
62 C 5.47 -1.20 1.76
63 H -4.68 2.01 1.96
64 H 0.73 2.96 1.44
65 Cl 0.80 -2.05 3.18
66 H -3.02 -2.75 3.23
67 H -4.99 -3.62 -2.37
68 H 2.09 -0.96 -5.29
69 C 0.64 3.57 -0.66
70 C 3.26 -0.62 2.84
71 H 6.11 -0.76 2.53
72 H 1.17 4.48 -2.60
73 H 6.05 -1.24 0.84
74 C -2.97 -2.39 2.20
75 C -0.69 1.17 5.96
76 C -4.08 -3.09 -2.10
77 C 0.60 -0.19 -2.31
78 H -3.00 -0.38 2.90
79 C 0.90 1.77 -3.68
80 H -1.93 -2.45 1.88
81 H -2.53 3.11 -1.25
82 C 1.64 4.07 -1.71
83 H 2.26 4.85 -1.27
84 C -4.08 -2.17 -1.06
85 C -2.51 1.80 -2.95
86 C -1.70 -1.77 -1.34
87 P -2.87 -0.14 0.57
88 H -0.81 -2.90 -2.96
89 H -0.23 -0.22 7.54
90 H 5.76 1.45 -1.84
91 H 4.74 1.86 -0.44
92 H 2.40 0.05 2.82
93 H 5.86 -1.71 -1.18
94 C 5.12 -1.30 -1.88
95 H -5.57 -1.45 1.61
96 C 3.40 -3.25 0.12
97 P 3.13 -0.40 0.10
98 H 3.63 -5.38 0.19
99 H -1.04 3.95 -3.78
100 C 0.74 -3.74 -0.47
101 H -2.65 0.85 -2.42
102 C -2.92 -1.48 -0.70
103 C 1.40 3.28 0.64
104 C -0.23 0.46 3.61
105 H -1.07 4.90 -2.28
106 C 1.18 -2.40 -0.41
107 H -2.56 4.57 -3.15